# 1
{
  "formula": "C29H44FN5O5",
  "method": "ωB97M-V/def2-TZVPD",
  "energy_ha": -1880.802332,
  "multiplicity": 1,
  "smiles": "O=COCCCCC1=C(F)C(=O)OC1=O.CCCC#N.CCCC#N.CCCC#N.CCCC#N.CCCC#N",
  "lumo_ev": -2.15,
  "symbols": ["O", "C", "O", "C", "C", "C", "C", "C", "C", "F", "C", "O", "O", "C", "O", "H", "H", "H", "H", "H", "H", "H", "H", "H", "C", "C", "C", "C", "N", "H", "H", "H", "H", "H", "H", "H", "C", "C", "C", "C", "N", "H", "H", "H", "H", "H", "H", "H", "C", "C", "C", "C", "N", "H", "H", "H", "H", "H", "H", "H", "C", "C", "C", "C", "N", "H", "H", "H", "H", "H", "H", "H", "C", "C", "C", "C", "N", "H", "H", "H", "H", "H", "H", "H"],
  "positions_angstrom": [[-2.850, 0.039, -0.692], [-2.981, -1.259, -1.007], [-3.385, -1.668, -2.371], [-3.209, -3.147, -2.544], [-1.567, -3.434, -2.683], [-0.993, -4.459, -1.542], [0.289, -3.914, -0.684], [1.372, -3.019, -1.526], [1.243, -1.511, -1.404], [0.259, -0.734, -0.610], [2.448, -1.061, -2.420], [2.402, 0.191, -2.917], [3.402, -2.152, -2.679], [2.608, -3.416, -2.527], [2.843, -4.591, -3.122], [-2.728, -2.048, -0.170], [-3.673, -3.408, -3.586], [-3.680, -3.747, -1.651], [-1.070, -2.376, -2.706], [-1.382, -3.929, -3.740], [-1.885, -4.723, -0.800], [-0.673, -5.484, -2.060], [-0.120, -3.387, 0.300], [0.871, -4.878, -0.287], [6.190, 1.969, 0.879], [5.825, 1.056, -0.288], [4.349, 0.654, -0.290], [4.021, -0.101, 0.987], [3.749, -0.728, 2.047], [6.038, 1.473, 1.842], [7.245, 2.253, 0.823], [5.588, 2.885, 0.863], [6.455, 0.159, -0.247], [6.058, 1.570, -1.227], [4.136, 0.013, -1.152], [3.709, 1.540, -0.360], [0.674, -6.206, 2.459], [-0.522, -6.856, 3.147], [-1.075, -8.054, 2.373], [-1.541, -7.605, 0.997], [-1.928, -7.233, -0.144], [0.404, -5.799, 1.479], [1.052, -5.374, 3.061], [1.488, -6.927, 2.322], [-1.309, -6.103, 3.279], [-0.220, -7.185, 4.148], [-1.921, -8.493, 2.913], [-0.307, -8.827, 2.259], [-5.720, 0.379, -5.839], [-6.600, 0.847, -4.683], [-6.267, 0.151, -3.362], [-6.476, -1.348, -3.505], [-6.650, -2.591, -3.623], [-5.858, -0.687, -6.046], [-5.974, 0.923, -6.754], [-4.660, 0.554, -5.620], [-7.650, 0.669, -4.943], [-6.477, 1.929, -4.559], [-6.914, 0.530, -2.565], [-5.227, 0.344, -3.077], [-0.499, 2.010, 1.390], [0.577, 1.669, 2.417], [0.907, 2.840, 3.344], [1.424, 4.013, 2.526], [1.854, 4.985, 1.848], [-0.177, 2.812, 0.718], [-0.722, 1.136, 0.770], [-1.426, 2.324, 1.884], [1.482, 1.347, 1.887], [0.237, 0.820, 3.019], [1.672, 2.542, 4.068], [0.017, 3.154, 3.900], [3.104, 9.239, 2.398], [2.186, 8.272, 3.139], [0.811, 8.872, 3.443], [0.970, 10.101, 4.323], [1.102, 11.120, 5.053], [3.318, 10.131, 2.995], [4.063, 8.759, 2.177], [2.655, 9.557, 1.450], [2.673, 7.966, 4.073], [2.057, 7.369, 2.533], [0.187, 8.136, 3.962], [0.302, 9.155, 2.516]]
}

=====

# 2
{
  "formula": "C5H4NO2S2",
  "method": "ωB97M-V/def2-TZVPD",
  "de_lowest_kcal_mol": 4.8,
  "total_charge": -1,
  "energy_ha": -1194.548176,
  "multiplicity": 1,
  "lumo_ev": 3.11,
  "symbols": ["C", "C", "C", "C", "C", "N", "O", "O", "S", "S", "H", "H", "H", "H"],
  "positions_angstrom": [[-0.519, -1.278, -0.023], [0.499, -0.261, 0.029], [-1.814, -0.899, -0.298], [-0.095, 0.994, -0.526], [0.663, 1.158, -1.769], [1.274, 1.095, -2.747], [0.287, 1.259, 2.213], [2.319, -0.100, 2.028], [-1.904, 0.762, -0.933], [0.843, -0.105, 1.939], [-0.255, -2.273, 0.276], [1.375, -0.511, -0.406], [-2.645, -1.559, -0.120], [-0.027, 1.719, 0.337]]
}

=====

# 3
{
  "formula": "C24H60N4NaO8",
  "method": "ωB97M-V/def2-TZVPD",
  "de_lowest_kcal_mol": 28.5,
  "total_charge": 1,
  "energy_ha": -1933.248964,
  "multiplicity": 1,
  "lumo_ev": -1.89,
  "symbols": ["Na", "C", "O", "C", "C", "N", "C", "C", "O", "C", "H", "H", "H", "H", "H", "H", "H", "H", "H", "H", "H", "H", "H", "H", "H", "C", "O", "C", "C", "N", "C", "C", "O", "C", "H", "H", "H", "H", "H", "H", "H", "H", "H", "H", "H", "H", "H", "H", "H", "C", "O", "C", "C", "N", "C", "C", "O", "C", "H", "H", "H", "H", "H", "H", "H", "H", "H", "H", "H", "H", "H", "H", "H", "C", "O", "C", "C", "N", "C", "C", "O", "C", "H", "H", "H", "H", "H", "H", "H", "H", "H", "H", "H", "H", "H", "H", "H"],
  "positions_angstrom": [[-18.196, -9.583, 39.718], [-14.940, -9.172, 35.580], [-16.337, -9.430, 35.464], [-17.019, -9.292, 36.622], [-17.470, -7.928, 36.932], [-18.250, -7.808, 38.138], [-19.580, -8.286, 37.974], [-20.342, -8.111, 39.292], [-20.453, -9.426, 39.911], [-21.681, -10.081, 39.793], [-14.681, -8.283, 36.083], [-14.638, -9.082, 34.564], [-14.394, -9.995, 36.036], [-16.537, -9.788, 37.438], [-17.895, -9.799, 36.383], [-18.032, -7.510, 36.110], [-16.652, -7.194, 37.062], [-18.233, -6.826, 38.115], [-19.677, -9.298, 37.586], [-20.099, -7.673, 37.242], [-21.308, -7.763, 39.096], [-19.798, -7.461, 39.968], [-21.600, -11.099, 40.103], [-22.009, -10.124, 38.779], [-22.360, -9.643, 40.501], [-10.734, -11.177, 35.564], [-10.951, -10.839, 36.945], [-12.311, -10.851, 37.248], [-12.627, -11.203, 38.712], [-14.062, -11.078, 38.896], [-14.492, -11.753, 40.151], [-16.030, -11.703, 40.188], [-16.523, -10.604, 40.889], [-16.310, -10.635, 42.332], [-9.803, -10.835, 35.152], [-11.496, -10.803, 34.910], [-10.787, -12.253, 35.545], [-12.980, -11.312, 36.511], [-12.573, -9.822, 37.294], [-12.194, -10.467, 39.345], [-12.215, -12.149, 39.002], [-14.516, -11.701, 38.208], [-14.001, -11.429, 41.053], [-14.158, -12.772, 39.994], [-16.427, -12.627, 40.668], [-16.481, -11.575, 39.209], [-15.333, -10.372, 42.698], [-16.628, -11.558, 42.769], [-16.932, -9.801, 42.640], [-19.011, -12.398, 40.559], [-18.817, -11.696, 39.377], [-18.980, -12.377, 38.137], [-20.432, -12.809, 37.982], [-20.487, -13.674, 36.812], [-21.759, -14.355, 36.725], [-21.443, -15.666, 36.026], [-20.328, -16.260, 36.701], [-20.089, -17.580, 36.266], [-18.387, -13.245, 40.547], [-20.047, -12.588, 40.851], [-18.660, -11.733, 41.374], [-18.422, -13.287, 38.120], [-18.664, -11.820, 37.267], [-21.159, -12.025, 37.750], [-20.759, -13.412, 38.796], [-19.880, -14.502, 36.955], [-22.482, -13.782, 36.097], [-22.183, -14.611, 37.718], [-21.151, -15.533, 34.975], [-22.265, -16.381, 35.991], [-19.972, -17.559, 35.168], [-20.839, -18.289, 36.510], [-19.151, -18.016, 36.734], [-13.928, -5.633, 36.073], [-13.976, -6.176, 37.384], [-12.800, -6.764, 37.818], [-13.373, -7.819, 38.755], [-14.130, -7.182, 39.800], [-15.293, -7.965, 40.063], [-16.031, -7.349, 41.257], [-17.395, -7.833, 41.193], [-18.309, -7.106, 41.990], [-14.956, -5.706, 35.749], [-13.283, -6.227, 35.427], [-13.683, -4.609, 36.231], [-12.159, -6.037, 38.348], [-12.227, -7.196, 37.009], [-12.622, -8.491, 39.175], [-13.927, -8.510, 38.120], [-14.408, -6.244, 39.473], [-15.055, -8.989, 40.259], [-15.937, -8.005, 39.175], [-15.980, -6.252, 41.178], [-15.592, -7.630, 42.209], [-18.484, -6.126, 41.486], [-17.773, -6.943, 42.934], [-19.186, -7.708, 42.103]]
}